--- A ---
Below is the ion C6H8NO with charge +1, with properties calculated with the ωB97M-V functional and the def2-TZVPD basis.

Results
Kohn-Sham gap	9.15	eV
highest occupied orbital energy	-13.9	eV
total charge	+1

CARTESIAN COORDINATES (ANGSTROEM)
C -0.329 -2.350 -0.516
C 0.942 -1.999 -0.195
C -0.898 -0.194 1.210
C -0.554 1.218 0.921
C 0.573 1.304 -0.056
C -0.208 -1.168 0.184
N 0.166 0.744 -1.305
O -1.365 -0.753 2.163
H -1.055 -2.897 -0.970
H 1.928 -2.203 -0.312
H -1.283 1.775 0.440
H -0.185 1.662 1.836
H 0.663 2.337 -0.144
H 1.435 0.830 0.271
H -0.730 1.059 -1.612
H 0.902 0.636 -1.915

=====

--- B ---
Below is the ion C6H8NO with charge +1, with properties calculated with the ωB97M-V functional and the def2-TZVPD basis.

Results
Kohn-Sham gap (spin up / spin down)	8.25 / 7.69	eV
highest occupied orbital energy (spin up / spin down)	-13.0 / -12.8	eV
total charge	+1

CARTESIAN COORDINATES (ANGSTROEM)
C 0.027 0.385 0.962
C -1.174 -1.240 -0.011
C 0.845 -0.778 1.368
C 0.104 -1.868 0.507
C -0.911 1.673 -0.752
C -1.371 0.496 -1.585
N 0.243 1.255 0.049
O -1.320 -0.696 -1.145
H 1.921 -0.700 1.167
H 0.697 -1.009 2.422
H -0.133 -2.738 1.119
H 0.743 -2.169 -0.328
H -0.645 2.501 -1.409
H -1.717 1.994 -0.083
H -1.759 0.635 -2.583
H 1.166 1.552 -0.276

=====

Most stable: A (next structure +247.3 kJ/mol)

=====

--- A ---
Below is the molecule C3H9N3, with properties calculated with the ωB97M-V functional and the def2-TZVPD basis.

Results
Kohn-Sham gap	9.96	eV
SMILES string	[H]/N=C(/C)N(C)N
highest occupied orbital energy	-9.0	eV
total charge	0

CARTESIAN COORDINATES (ANGSTROEM)
C 1.078 -1.117 -0.492
C -0.655 0.449 0.379
C -1.103 -0.620 1.363
H 1.872 -0.913 0.229
H 0.533 -2.019 -0.179
H 1.497 -1.368 -1.460
H 0.064 1.502 -2.013
H 1.211 1.751 -0.869
H -1.593 -1.443 0.868
H -1.841 -0.148 2.033
H -0.264 -1.030 1.921
H -0.670 2.254 -0.191
N 0.199 0.040 -0.655
N 0.772 1.033 -1.439
N -1.099 1.628 0.505

=====

--- B ---
Below is a cluster of 2 separate species, C3H9N3 in total, with properties calculated with the ωB97M-V functional and the def2-TZVPD basis.

Results
Kohn-Sham gap	8.39	eV
highest occupied orbital energy	-7.5	eV
total charge	0

CARTESIAN COORDINATES (ANGSTROEM)
C 0.570 -1.671 -2.359
C 0.390 0.249 2.285
C -1.244 0.954 0.982
N 0.559 -0.600 -1.548
N 0.959 0.559 -1.799
N 0.009 0.312 1.131
H 0.613 -2.682 -1.985
H 1.044 -1.459 -3.241
H -0.251 0.673 3.152
H 1.274 -0.188 2.616
H -1.411 1.087 -0.135
H -2.109 0.275 1.294
H -1.293 1.943 1.514
H 0.305 -0.765 -0.613
H 0.585 1.312 -1.293

=====

Most stable: A (next structure +311.6 kJ/mol)

=====

--- A ---
Below is a cluster of 2 separate species, C3H9N3 in total, with properties calculated with the ωB97M-V functional and the def2-TZVPD basis.

Results
Kohn-Sham gap (spin up / spin down)	8.42 / 8.42	eV
highest occupied orbital energy (spin up / spin down)	-7.7 / -7.8	eV
total charge	0

CARTESIAN COORDINATES (ANGSTROEM)
C -2.711 0.078 -0.007
C 1.047 -1.162 0.182
C 2.077 0.934 -0.249
N -1.313 0.047 0.167
N -0.493 0.897 0.216
N 1.319 0.177 0.675
H -3.206 -0.834 -0.568
H -2.898 1.137 -0.344
H -3.287 -0.051 0.927
H 0.860 -1.288 -0.980
H 1.794 -1.804 0.625
H 0.040 -1.579 0.701
H 2.329 0.351 -1.095
H 1.554 1.877 -0.620
H 2.888 1.218 0.368

=====

--- B ---
Below is a cluster of 2 separate species, C3H9N3 in total, with properties calculated with the ωB97M-V functional and the def2-TZVPD basis.

Results
Kohn-Sham gap	10.15	eV
SMILES string	C/C=N/N.C=N
highest occupied orbital energy	-9.0	eV
total charge	0

CARTESIAN COORDINATES (ANGSTROEM)
C -1.993 -0.829 0.832
C 1.705 0.387 -0.829
C 1.430 1.608 -1.653
N -2.012 -0.730 -0.422
N 0.828 -0.115 -0.111
N 1.125 -1.138 0.746
H -1.154 -0.447 1.470
H -2.838 -1.324 1.143
H 2.723 -0.099 -0.805
H 2.313 2.225 -1.714
H 0.524 2.002 -1.206
H 1.069 1.291 -2.620
H -1.310 -0.249 -0.986
H 0.294 -1.694 0.882
H 1.987 -1.605 0.559

=====

Most stable: B (next structure +224.1 kJ/mol)

=====

--- A ---
Below is the molecule C3H9N3, with properties calculated with the ωB97M-V functional and the def2-TZVPD basis.

Results
Kohn-Sham gap	10.29	eV
SMILES string	[H]/N=C(/CC)NN
highest occupied orbital energy	-9.3	eV
total charge	0

CARTESIAN COORDINATES (ANGSTROEM)
C -2.034 -0.334 -0.427
C -1.118 0.059 0.677
C 0.311 0.414 0.135
H -2.958 -0.842 0.014
H -2.416 0.632 -1.086
H -1.504 -1.061 -1.276
H -1.382 1.033 1.251
H -1.015 -0.822 1.368
H 1.463 1.795 -0.579
H 0.846 -1.514 0.415
H 2.935 -0.319 -0.915
H 2.702 0.443 0.613
N 0.533 1.653 -0.126
N 1.121 -0.683 -0.101
N 2.515 -0.453 0.037

=====

--- B ---
Below is a cluster of 2 separate species, C3H9N3 in total, with properties calculated with the ωB97M-V functional and the def2-TZVPD basis.

Results
Kohn-Sham gap	7.43	eV
highest occupied orbital energy	-6.8	eV
total charge	0

CARTESIAN COORDINATES (ANGSTROEM)
C 0.165 -1.115 -1.181
C 0.514 -0.508 0.143
N 1.339 0.727 0.081
N 0.411 -1.005 1.317
H 1.982 0.806 -0.707
H 1.778 0.869 0.989
H -0.209 -1.815 1.317
H 0.132 -0.374 -1.980
H 0.901 -1.889 -1.437
H -0.819 -1.578 -1.121
C -1.284 1.287 0.158
N -1.976 0.939 1.169
H -1.380 0.401 1.825
H -1.854 1.821 -0.629
H 0.301 1.432 0.057

=====

Most stable: A (next structure +181.2 kJ/mol)

=====

--- A ---
Below is a cluster of 2 separate species, C3H11NO2S in total, with properties calculated with the ωB97M-V functional and the def2-TZVPD basis.

Results
Kohn-Sham gap	8.87	eV
SMILES string	N[C@H](CO)CS.O
highest occupied orbital energy	-8.5	eV
total charge	0

CARTESIAN COORDINATES (ANGSTROEM)
C 0.388 0.856 -1.452
O -0.864 1.415 -0.983
C 1.118 0.208 -0.247
C 0.852 -1.281 -0.103
S 1.771 -2.092 1.186
N 0.528 0.903 0.915
H 0.142 0.284 -2.338
H 0.775 1.842 -1.837
H -1.495 0.729 -0.740
H 2.179 0.508 -0.155
H 0.952 -1.770 -1.111
H -0.228 -1.459 0.076
H 2.556 -1.113 1.759
H -0.408 0.635 1.147
H 0.657 1.890 0.780
H -3.404 -0.213 0.482
H -2.847 -0.602 1.780
O -2.674 -0.742 0.841

=====

--- B ---
Below is a cluster of 2 separate species, C3H11NO2S in total, with properties calculated with the ωB97M-V functional and the def2-TZVPD basis.

Results
Kohn-Sham gap	9.44	eV
SMILES string	OCNCCS.O
highest occupied orbital energy	-8.8	eV
total charge	0

CARTESIAN COORDINATES (ANGSTROEM)
C -0.395 0.165 -0.407
C -0.466 -1.059 0.525
S 1.106 -1.939 0.719
N -1.604 0.245 -1.195
C -1.924 1.482 -1.795
O -0.903 2.054 -2.639
H 0.491 0.043 -1.039
H -0.303 1.126 0.099
H -0.777 -0.774 1.507
H -1.174 -1.761 0.111
H 1.539 -1.213 1.757
H -1.807 -0.557 -1.766
H -1.985 2.241 -1.012
H -2.856 1.362 -2.328
H -0.657 1.463 -3.358
H 2.162 0.776 4.256
H 3.123 1.345 3.213
O 2.357 0.765 3.296

=====

--- C ---
Below is a cluster of 2 separate species, C3H11NO2S in total, with properties calculated with the ωB97M-V functional and the def2-TZVPD basis.

Results
Kohn-Sham gap	9.61	eV
SMILES string	N[C@@H](CO)CS.O
highest occupied orbital energy	-9.2	eV
total charge	0

CARTESIAN COORDINATES (ANGSTROEM)
C 1.440 -0.718 -0.489
O 2.706 -0.133 -0.625
C 0.251 0.190 -0.868
C -1.031 -0.645 -0.963
S -2.524 0.293 -1.414
N 0.207 1.334 0.053
H 1.219 -1.013 0.550
H 1.283 -1.693 -0.967
H 2.551 0.808 -0.530
H 0.497 0.598 -1.853
H -0.848 -1.385 -1.740
H -1.132 -1.149 -0.001
H -2.325 1.340 -0.591
H -0.735 1.458 0.404
H 0.840 1.307 0.833
H -1.164 0.496 2.702
H -0.827 -0.975 2.774
O -0.409 -0.111 2.725

=====

--- D ---
Below is a cluster of 2 separate species, C3H11NO2S in total, with properties calculated with the ωB97M-V functional and the def2-TZVPD basis.

Results
Kohn-Sham gap	9.82	eV
SMILES string	OCNCCS.O
highest occupied orbital energy	-9.0	eV
total charge	0

CARTESIAN COORDINATES (ANGSTROEM)
C 0.715 0.835 1.066
C 0.835 2.356 1.114
S 2.206 3.015 0.156
N 0.257 0.345 -0.244
C -0.882 -0.560 -0.153
O -1.958 0.007 0.562
H 0.097 0.543 1.907
H 1.710 0.442 1.276
H -0.092 2.854 0.800
H 0.983 2.669 2.148
H 2.113 2.124 -0.802
H 1.007 -0.242 -0.598
H -0.590 -1.489 0.347
H -1.233 -0.738 -1.166
H -1.780 0.941 0.711
H -3.715 -7.039 -1.401
H -3.107 -6.748 -2.733
O -2.912 -7.223 -1.906

=====

Most stable: B (next structure +20.2 kJ/mol)